(1)
This record from the Open Molecules 2025 dataset describes 12 unconnected molecules or ions with the total composition C50H65N7O5 at a distorted geometry. The level of theory is ωB97M-V with the def2-TZVPD basis set.

Last column: Mulliken charge in e.
Cartesian coordinates (Å):
C  3.07989  -3.13036  -1.68599  0.913
C  -1.87664  -4.70751  -1.33475  -0.493
N  5.47370  2.71724  -0.85026  -0.446
H  2.71704  -1.51713  2.45404  0.190
H  3.91666  -1.45608  -0.58872  -0.540
C  2.52978  -4.52544  -1.51911  -1.033
C  1.93847  4.50251  -4.70239  -1.507
C  -0.94040  -0.06337  -0.62570  -0.757
H  -1.50547  -0.90834  -0.24536  -0.261
C  3.93227  1.76037  2.07378  0.017
C  1.79611  -2.46300  4.22327  -0.686
H  -6.20764  0.80511  2.96474  0.458
H  1.67762  5.55887  -4.80425  0.367
H  1.26582  1.47099  0.84726  -0.726
C  -0.50882  -3.49456  -2.88006  -0.332
H  3.72864  1.84434  1.00941  0.506
C  -1.29708  -5.91405  2.39157  -0.537
C  -5.39093  -0.93096  -4.11360  -0.483
H  2.98545  4.41229  -4.99819  0.367
H  2.48933  5.90197  -2.41318  0.461
H  2.29700  -3.42474  4.24083  0.412
H  -2.57923  4.99445  0.94860  0.374
C  -3.86538  2.55402  -1.27484  -0.606
H  -5.59057  1.97098  -2.32123  0.439
C  -2.13597  -5.22239  3.25384  -0.577
N  -0.31261  -5.33808  1.72081  -0.425
C  -4.11432  2.86127  -3.65494  -0.302
H  3.72950  2.21066  -1.86872  0.569
H  -2.19382  5.83120  -0.56952  0.337
H  -0.78829  -0.20275  -1.70731  0.424
C  5.08608  0.57445  -1.79212  -0.551
H  -1.12297  3.79096  -2.45115  0.272
H  3.14683  -5.08328  -0.81810  0.437
H  0.58893  -3.54862  1.24159  0.590
C  -4.51472  -1.47318  -1.94302  0.470
H  -2.30429  -4.87949  -0.35443  0.431
H  2.35925  0.89522  -0.48606  -0.746
H  -2.85552  -5.74091  3.87084  0.452
C  0.41348  -0.90996  5.40393  -0.530
C  -4.33035  -1.32208  -3.29664  -0.340
C  4.57661  1.72480  4.69595  -0.444
H  1.41062  0.46880  2.66127  0.993
H  4.44434  -0.13011  -2.31201  0.601
H  5.18519  -0.00542  1.87625  0.393
C  6.22852  0.07795  -1.20313  -0.155
H  7.17866  2.98076  0.20356  0.401
H  -4.17568  2.03275  -0.37324  0.453
C  3.70724  2.66345  4.15787  -0.523
C  1.03658  -2.15117  5.33728  -0.349
C  -5.81431  -1.37850  -1.47520  -0.626
H  -2.45606  3.91003  -4.53479  0.374
O  0.87905  -1.22713  0.31372  -0.024
C  3.65299  -2.50199  -0.44805  0.340
C  -4.60448  2.40742  -2.44098  -0.435
H  2.18811  4.56063  -1.23252  -0.240
C  0.47365  4.47241  1.14946  -0.111
H  2.92690  -2.53315  0.36548  -0.444
C  -0.49048  5.52558  0.66402  0.490
H  3.14669  3.34137  4.79044  0.385
O  3.03373  -2.53068  -2.73844  -0.599
H  0.21821  -2.72010  -3.09236  0.517
C  4.71132  1.87818  -1.54329  -0.347
C  -4.50311  -0.17004  2.24882  0.680
C  1.75748  4.05466  -3.27240  1.056
C  0.47050  -0.16356  -0.11199  -0.116
C  1.33717  1.07258  -0.17031  1.918
H  1.29777  3.93175  -5.37007  0.335
H  -1.75799  4.14013  -0.37717  -0.361
O  -0.14102  6.68513  0.59146  -0.627
H  -0.96545  -3.93207  -4.92948  0.423
H  -1.40770  0.90476  -0.47093  0.343
C  -2.88143  3.50347  -3.62666  -1.016
C  -2.15919  3.47734  -2.44767  0.294
H  -6.04165  -1.47192  -0.42103  0.384
H  5.87635  0.06896  4.23957  0.403
N  -2.64002  3.06865  -1.26830  -0.077
N  -2.44403  -5.41948  -2.31428  -0.598
C  -1.11527  -3.19448  2.46424  0.416
H  -4.73006  2.73248  -4.53516  0.481
H  -3.35767  -1.30258  -3.77717  0.382
H  6.45150  -0.97764  -1.30254  0.423
H  -2.53260  -5.74427  -4.35972  0.365
H  7.95999  0.57146  -0.04343  0.412
C  2.05361  -1.46417  3.30535  0.341
C  -2.03867  -5.20093  -3.56079  -0.322
N  0.52229  0.00302  4.44604  -0.703
H  -2.71409  -3.27329  3.90661  0.393
H  4.58430  -2.99992  -0.16050  0.608
H  0.84387  -2.87771  6.11669  0.440
C  7.04550  0.93611  -0.48861  -0.516
C  -1.84335  5.09400  0.15129  -0.197
N  3.37816  2.66254  2.86765  -0.320
H  -2.96759  -0.30618  3.72333  0.224
H  -1.45943  -6.97473  2.22391  0.367
C  -0.84293  -3.81397  -1.56926  0.950
H  -0.46624  -3.28869  -0.69986  -0.187
C  -2.01415  -3.84044  3.30028  -0.909
H  3.58807  4.57819  -2.29423  0.379
C  -6.81177  -0.98872  -2.35096  -0.284
H  2.46733  -4.94794  -2.51901  0.375
H  -6.19829  0.59172  1.16440  0.246
H  0.06331  3.46308  1.11729  -0.117
C  -3.98831  -0.65962  3.59218  -0.652
H  -0.13933  -0.64950  6.30151  0.419
H  -1.03634  -2.11712  2.41564  0.738
H  -7.84289  -0.87336  -2.03331  0.367
H  -5.16249  -0.65274  -5.13726  0.407
C  -0.23310  -4.01845  1.77670  -0.466
C  5.18396  0.80614  3.85234  -0.545
C  -1.14590  -4.19159  -3.89370  -0.816
H  -4.62466  -0.32191  4.40662  0.473
C  2.52083  4.82805  -2.23288  -0.580
H  0.86555  1.77945  -0.85579  -0.201
H  1.35858  4.45196  0.51186  -0.260
H  -3.66275  -1.67536  -1.30751  0.318
H  1.53362  -4.40744  -1.09552  -0.031
C  4.81304  0.78155  2.51984  -0.208
C  6.60960  2.24300  -0.35473  -0.306
N  -6.60845  -0.72662  -3.64518  -0.621
H  0.77406  4.73477  2.16273  0.453
O  1.01180  3.14666  -2.97933  -0.545
C  -5.98109  0.14160  2.12683  -1.425
H  -3.97171  -1.74939  3.52742  -0.047
O  -3.74961  -0.03909  1.31590  -0.279
H  4.86324  1.77436  5.73952  0.420
C  1.33342  -0.28150  3.44139  -0.513
H  -6.55879  -0.77766  2.25322  0.352

Values from the calculation:
LUMO energy	0.496	eV

(2)
This record from the Open Molecules 2025 dataset describes a molecular structure, C50H66O11P2S2W at a distorted geometry. The level of theory is ωB97M-V with the def2-TZVPD basis set.

Last column: Mulliken charge in e.
Cartesian coordinates (Å):
H  -0.75738  -3.66826  2.54036  0.865
C  -6.38105  -2.78552  0.31290  -1.651
C  2.32948  -0.89996  -4.28893  -0.445
H  -6.73619  -1.29876  2.63980  0.302
C  -1.92633  -2.10395  1.66434  -0.451
H  -1.26555  -7.29355  -0.10542  0.333
H  -0.02973  -4.47157  -3.29274  0.587
C  -1.70241  1.74869  -2.63604  -0.744
H  -2.51987  1.92763  1.21379  -0.067
H  -3.72489  -0.31404  -5.49139  0.319
C  2.52057  0.93610  -7.40658  -1.705
C  1.40589  1.23901  -4.57899  -0.352
H  -1.82944  -5.03427  0.54700  0.452
H  4.85455  -0.81606  -5.56285  0.382
C  -3.25147  -6.04638  -1.57777  -1.771
H  -5.11445  0.60769  -1.21219  0.448
C  -5.67756  -2.94361  1.67113  2.275
O  4.10216  -1.01698  -0.74075  -0.636
H  3.21762  1.19486  -8.20660  0.471
O  1.47770  -2.00945  0.17208  1.430
C  -3.30520  1.33509  0.75124  -0.947
H  4.96963  1.95062  -6.41677  0.456
C  -6.34913  0.10031  -3.28812  -2.003
H  -6.75212  0.89194  -2.65403  0.374
H  4.88349  -0.32068  -7.25678  0.451
O  3.64474  1.50426  3.17736  -0.777
C  1.71876  -2.53870  -2.59597  -1.097
H  4.87038  -0.84412  -1.30489  0.406
C  -1.13433  -4.52111  -0.10623  -0.673
H  -0.57772  -6.55791  -3.70153  0.387
H  -6.44746  -4.93679  1.93018  0.470
H  -6.19451  1.58540  -5.52655  0.469
H  1.51974  3.33697  4.41279  0.498
C  -5.47720  -4.43732  1.93044  -1.992
C  -5.37887  1.79028  -4.82912  -1.754
H  -5.26146  -0.29524  1.19363  0.494
H  0.17176  -2.23270  2.07030  0.120
H  1.84289  -3.16820  -3.47748  0.805
C  4.15422  1.80063  -5.70545  -1.494
C  -0.64350  -2.89113  1.78436  -1.257
H  -2.47814  1.21202  -4.53574  0.599
H  -1.70499  -8.29881  -1.49241  0.453
H  -5.73288  -3.13838  -0.49194  0.250
O  3.69832  1.17587  -1.90501  -0.632
C  0.65188  -3.17352  -1.75384  -0.201
C  -1.61628  -6.37983  -3.41824  -2.128
C  -1.92002  -0.76503  1.26252  -0.009
C  2.06571  3.93308  3.68594  -1.703
H  -2.47108  3.89796  -0.07304  0.451
C  -3.16006  -0.11190  1.15342  -0.019
H  3.15625  5.96443  1.81201  0.336
H  3.55641  2.71306  -5.67042  0.333
H  -3.43158  -6.07089  -0.50247  0.323
C  -5.06296  0.54145  -3.98893  2.114
H  3.13069  3.77789  3.85671  0.312
C  -2.70114  1.28043  -3.47647  -0.322
H  -1.04277  4.38262  -1.02553  0.227
C  -4.17348  0.94867  -1.62462  -0.238
C  -1.17452  -7.39336  -1.18776  -1.737
C  -3.18809  1.39813  -0.75490  0.314
C  2.33226  0.28868  -4.98914  -0.082
H  -6.08553  -2.50109  3.75672  0.400
O  1.98573  0.00411  1.79294  -0.306
H  1.85321  1.78513  -7.25560  0.301
H  -4.86342  -4.89395  1.15136  0.260
C  0.80852  -0.05442  -2.63184  -0.417
C  -0.39654  -3.46829  0.40855  0.821
H  0.08543  2.89408  -2.44152  -0.046
H  -0.11731  -7.51543  -1.43026  0.356
C  -4.32954  -0.83630  1.31257  -0.512
C  3.48636  5.01250  1.39174  -1.758
H  -6.18825  -0.79280  -2.67993  0.349
H  -3.65971  -5.11513  -1.97560  0.314
C  1.69193  3.51726  2.28766  0.865
C  -1.75668  -6.16768  -1.90961  2.261
W  0.87225  0.62164  0.31660  1.418
H  -7.53027  -2.87038  2.79948  0.463
C  -4.35422  -2.19106  1.61755  -0.436
H  -4.34078  -1.47863  -4.31395  0.376
H  1.96757  -3.30045  1.74074  0.373
C  -6.56189  -2.36565  2.78404  -1.849
C  4.22722  -0.58104  -6.42497  -2.144
C  -1.39165  3.78133  -0.18354  -1.253
C  0.53357  -2.85159  -0.41627  -0.923
C  -0.13773  -4.20883  -2.24812  -0.271
H  -6.63287  -1.74338  0.11111  0.357
S  0.38580  2.33454  2.21569  -0.352
H  -5.67755  2.61521  -4.17953  0.345
H  4.57038  1.64280  -4.70954  0.239
P  3.21030  0.34250  -0.79251  0.578
H  -3.06706  -3.82691  2.12476  0.662
H  -5.00948  -4.61926  2.90001  0.387
O  -0.73365  -0.13815  1.00265  0.350
C  -3.12448  -2.78857  1.82683  -0.422
O  0.22347  -0.08797  -1.37625  0.379
O  4.30939  -0.75506  2.29677  -0.536
S  1.94870  3.72536  -0.44073  -0.321
C  -1.00217  -4.92867  -1.43252  -0.463
H  3.26591  -2.22688  1.16108  0.348
H  2.77493  -3.62503  0.19121  0.332
H  -4.50977  2.11086  -5.40445  0.341
H  -0.88216  4.08226  0.72555  0.232
C  2.43004  -2.83989  0.86608  -1.381
H  -7.30589  -3.36626  0.29576  0.537
O  1.52385  2.13541  -0.43903  -0.336
H  2.95632  -1.71973  -4.61688  0.581
H  1.83464  4.99025  3.83818  0.373
H  -4.27419  1.70142  1.08979  0.790
H  -5.39609  -0.87180  -5.59956  0.471
H  -7.10425  -0.13903  -4.03878  0.462
H  3.95888  5.19998  0.42783  0.536
H  -1.99099  -5.51646  -3.97170  0.402
C  -3.95925  0.90822  -2.99815  0.096
H  -3.80011  -6.88063  -2.01971  0.533
P  3.43894  0.57418  2.07029  0.848
C  -4.59903  -0.59789  -4.90515  -1.717
H  1.28903  2.15836  -5.14176  0.455
C  3.29594  0.59509  -6.12684  2.092
H  -0.51388  2.73950  -4.08032  0.669
H  4.23574  4.58929  2.06367  0.296
C  1.56655  -1.11919  -3.13816  -0.047
C  -0.35991  2.19376  -3.14869  -0.890
C  0.62992  1.08235  -3.44595  -0.068
O  -1.07765  2.39603  -0.40652  0.879
O  3.84474  1.12138  0.64916  -0.464
C  -1.98933  1.83281  -1.28523  -0.553
H  5.03873  -0.53069  2.88912  0.371
H  2.66422  -2.58194  -2.04691  0.426
H  1.91859  0.08484  -7.73133  0.366
H  3.66728  -1.47530  -6.70658  0.411
C  2.32816  4.05673  1.23873  0.697
H  -2.19633  -7.25311  -3.72020  0.449

Values from the calculation:
LUMO energy	-1.367	eV

Electronic energy for every record listed, in sequence, given in hartree: -2703.65900, -4318.97766.